{"formula": "C47H84MnN11O", "method": "the ωB97M-V functional and the def2-TZVPD basis", "fmax_ha_per_bohr": 0.058, "s2": 8.756, "multiplicity": 6, "e_above_lowest_kj_mol": 0.0, "total_charge": 1, "homo_energy_ev": [-12.42, -12.47], "elements": ["Mn", "C", "C", "C", "O", "H", "H", "H", "H", "H", "H", "H", "C", "C", "C", "C", "N", "H", "H", "H", "H", "H", "H", "H", "C", "C", "C", "C", "N", "H", "H", "H", "H", "H", "H", "H", "C", "C", "C", "C", "N", "H", "H", "H", "H", "H", "H", "H", "C", "C", "C", "C", "N", "H", "H", "H", "H", "H", "H", "H", "C", "C", "C", "C", "N", "H", "H", "H", "H", "H", "H", "H", "C", "C", "C", "C", "N", "H", "H", "H", "H", "H", "H", "H", "C", "C", "C", "C", "N", "H", "H", "H", "H", "H", "H", "H", "C", "C", "C", "C", "N", "H", "H", "H", "H", "H", "H", "H", "C", "C", "C", "C", "N", "H", "H", "H", "H", "H", "H", "H", "C", "C", "C", "C", "N", "H", "H", "H", "H", "H", "H", "H", "C", "C", "C", "C", "N", "H", "H", "H", "H", "H", "H", "H"], "positions_angstrom": [[-1.71, 1.97, -3.14], [1.29, -0.25, -0.93], [-0.17, -0.07, -1.33], [-1.01, 0.20, -0.10], [-0.32, 0.90, -2.32], [1.98, -0.51, -1.74], [1.37, -1.12, -0.26], [1.68, 0.64, -0.44], [-0.46, -1.05, -1.75], [-1.01, -0.68, 0.55], [-2.03, 0.44, -0.41], [-0.62, 1.06, 0.46], [5.20, 0.39, -1.58], [6.58, -0.28, -1.54], [6.87, -1.16, -2.75], [5.97, -2.33, -2.82], [5.29, -3.24, -2.87], [4.98, 0.80, -0.60], [4.51, -0.42, -1.81], [5.18, 1.15, -2.37], [6.62, -0.93, -0.66], [7.41, 0.42, -1.41], [7.86, -1.61, -2.62], [6.90, -0.68, -3.73], [-3.50, 6.69, -1.00], [-3.60, 5.85, 0.27], [-2.40, 4.95, 0.52], [-2.27, 3.89, -0.47], [-2.19, 3.06, -1.25], [-4.44, 7.16, -1.24], [-3.20, 6.07, -1.85], [-2.78, 7.50, -0.90], [-4.52, 5.27, 0.26], [-3.69, 6.51, 1.14], [-2.49, 4.44, 1.49], [-1.45, 5.49, 0.56], [-2.85, 1.81, 2.19], [-3.23, 1.62, 3.66], [-3.33, 2.94, 4.42], [-4.24, 3.89, 3.76], [-4.91, 4.66, 3.22], [-1.85, 2.23, 2.12], [-3.57, 2.49, 1.72], [-2.81, 0.88, 1.63], [-2.44, 1.03, 4.14], [-4.13, 1.02, 3.75], [-2.38, 3.47, 4.37], [-3.66, 2.83, 5.45], [5.85, -3.35, 0.71], [4.34, -3.06, 0.66], [3.70, -2.88, 2.03], [4.35, -1.89, 2.88], [4.80, -1.10, 3.57], [6.03, -4.16, 1.43], [6.42, -2.48, 1.03], [6.18, -3.72, -0.25], [3.83, -3.80, 0.05], [4.28, -2.12, 0.10], [3.69, -3.85, 2.54], [2.67, -2.54, 1.89], [-3.16, -2.86, -1.10], [-3.20, -2.81, 0.41], [-4.36, -3.62, 1.02], [-5.63, -3.15, 0.49], [-6.61, -2.79, 0.02], [-2.94, -3.86, -1.47], [-2.33, -2.24, -1.48], [-4.04, -2.46, -1.60], [-3.32, -1.76, 0.70], [-2.28, -3.09, 0.91], [-4.42, -3.53, 2.10], [-4.18, -4.66, 0.75], [1.28, 0.75, 3.58], [2.33, 1.74, 3.09], [1.80, 2.82, 2.16], [0.68, 3.62, 2.68], [-0.21, 4.24, 3.09], [0.89, 0.13, 2.77], [0.45, 1.28, 4.05], [1.72, 0.08, 4.31], [3.12, 1.24, 2.52], [2.83, 2.19, 3.95], [1.43, 2.37, 1.24], [2.54, 3.59, 1.92], [2.18, -2.47, -4.40], [1.30, -1.32, -4.88], [1.91, 0.06, -4.61], [3.07, 0.37, -5.45], [4.00, 0.65, -6.07], [3.02, -2.52, -5.10], [1.66, -3.42, -4.50], [2.63, -2.35, -3.42], [0.32, -1.35, -4.40], [1.14, -1.39, -5.96], [2.17, 0.25, -3.57], [1.13, 0.80, -4.85], [-5.64, 2.41, -0.11], [-5.98, 0.93, -0.11], [-5.87, 0.32, -1.51], [-4.56, 0.51, -2.12], [-3.53, 0.62, -2.60], [-4.57, 2.60, -0.22], [-5.93, 2.85, 0.86], [-6.18, 2.99, -0.85], [-7.02, 0.83, 0.21], [-5.37, 0.32, 0.56], [-6.63, 0.72, -2.19], [-6.04, -0.77, -1.50], [0.78, -4.11, -1.64], [0.55, -4.54, -0.19], [-0.35, -5.77, -0.07], [0.13, -6.89, -0.89], [0.48, -7.80, -1.49], [-0.13, -4.01, -2.24], [1.50, -4.75, -2.15], [1.29, -3.14, -1.68], [0.08, -3.70, 0.33], [1.51, -4.67, 0.30], [-1.35, -5.55, -0.46], [-0.42, -6.13, 0.95], [-2.36, -1.79, 5.51], [-1.92, -1.76, 4.05], [-1.27, -3.06, 3.56], [-2.18, -4.19, 3.65], [-2.99, -5.01, 3.72], [-3.25, -2.41, 5.64], [-2.72, -0.80, 5.80], [-1.54, -2.04, 6.18], [-1.17, -0.97, 3.97], [-2.76, -1.50, 3.41], [-0.34, -3.22, 4.11], [-0.92, -2.99, 2.53], [3.72, 5.07, -3.21], [3.79, 3.64, -2.71], [2.44, 2.99, -2.39], [1.72, 3.71, -1.34], [1.18, 4.32, -0.55], [3.19, 5.14, -4.16], [4.73, 5.47, -3.34], [3.25, 5.72, -2.47], [4.38, 3.51, -1.79], [4.35, 3.04, -3.43], [2.68, 1.99, -2.03], [1.81, 2.89, -3.27]], "mulliken_spin": [4.813, 0.001, 0.074, 0.003, 0.016, -0.012, -0.005, 0.000, -0.011, -0.005, 0.010, 0.010, 0.000, 0.000, 0.000, 0.000, 0.000, 0.000, 0.000, 0.000, 0.000, 0.000, 0.000, 0.000, -0.001, 0.002, -0.001, -0.006, 0.048, 0.000, -0.001, 0.000, 0.000, 0.000, 0.002, 0.002, 0.006, 0.000, 0.000, 0.000, 0.000, -0.001, -0.001, -0.002, 0.000, 0.000, 0.000, 0.000, 0.000, -0.001, 0.000, 0.000, 0.000, 0.000, 0.000, 0.000, 0.000, 0.000, 0.000, 0.000, 0.005, -0.002, 0.000, 0.000, 0.000, 0.000, 0.004, 0.000, 0.000, 0.000, 0.000, 0.000, 0.000, 0.000, 0.000, 0.000, 0.000, 0.000, 0.000, 0.000, 0.000, 0.000, 0.000, 0.000, 0.000, 0.000, -0.004, 0.001, 0.000, 0.000, 0.000, 0.000, -0.001, 0.000, 0.005, 0.002, 0.001, 0.000, 0.000, -0.006, 0.042, 0.003, 0.000, 0.000, 0.000, 0.000, 0.000, 0.001, 0.001, -0.001, 0.000, 0.000, 0.000, 0.000, 0.000, -0.002, 0.000, 0.000, 0.000, 0.000, 0.000, 0.000, 0.000, 0.000, 0.000, 0.000, 0.000, 0.000, 0.000, 0.000, 0.000, 0.000, 0.000, 0.000, 0.004, 0.003, 0.000, 0.000, 0.000, 0.000, 0.000, 0.000, 0.000, 0.001]}